105
Properties=species:S:1:pos:R:3:forces:R:3 method="wB97M-V/def2-TZVPD" e_homo_ev="-16.26 / -16.26" e_lumo_ha="-0.355 / -0.355" total_charge=+3 fmax_ev_per_a=2.0
Os 0.240 0.262 0.283 -0.260 -1.495 -0.434
C 5.028 -2.530 0.811 0.050 -0.025 -0.038
N 3.697 -2.207 0.282 -0.011 -0.029 0.001
C 3.150 -3.212 -0.621 0.043 -0.069 0.083
C 3.064 -1.074 0.624 -0.160 -0.018 -0.121
N 1.722 -1.032 0.854 0.223 -0.242 -0.649
C 1.110 -2.297 1.297 0.173 -0.095 -0.136
C -0.195 -1.982 1.969 -0.130 -0.562 -0.179
N -1.044 -1.216 1.026 0.307 0.741 0.596
C -2.064 -0.381 1.704 -0.449 -0.472 -0.417
C -2.696 0.523 0.684 -0.042 0.239 -0.164
N -1.663 1.110 -0.203 -0.083 0.063 -0.796
C -2.174 1.862 -1.213 0.089 -0.277 0.167
N -3.493 1.891 -1.523 -0.034 -0.112 -0.026
C -4.127 3.173 -1.856 -0.106 -0.008 -0.006
C -4.383 0.747 -1.724 -0.094 0.107 0.046
N -1.394 2.660 -1.973 0.076 -0.043 0.012
C -1.680 2.854 -3.392 -0.003 0.017 -0.043
C -0.467 3.619 -1.417 -0.016 0.056 -0.101
C -1.643 -2.121 0.016 -0.030 -0.204 -0.285
C -1.403 -1.586 -1.365 -0.137 -0.052 -0.564
N -0.037 -1.096 -1.486 0.498 0.438 0.340
C 0.690 -1.529 -2.523 -0.275 0.128 -0.062
N 1.754 -0.858 -3.001 -0.071 -0.113 0.170
C 2.826 -1.527 -3.736 0.081 -0.032 -0.002
C 2.012 0.530 -2.698 -0.080 0.050 -0.219
N 0.384 -2.685 -3.178 -0.053 -0.164 0.007
C 0.035 -3.920 -2.489 -0.004 0.047 -0.159
C 0.324 -2.748 -4.638 0.036 -0.122 0.015
N 3.808 0.033 0.785 -0.085 0.182 0.192
C 3.665 0.872 1.975 0.036 0.028 -0.042
C 5.005 0.289 -0.010 0.078 0.025 0.022
H 4.999 -3.548 1.200 -0.024 0.000 0.003
H 5.288 -1.862 1.627 -0.021 0.017 -0.009
H 5.796 -2.484 0.039 -0.018 0.038 -0.022
H 3.939 -3.507 -1.314 -0.004 0.034 -0.026
H 2.325 -2.798 -1.189 -0.020 0.009 0.020
H 2.831 -4.108 -0.086 -0.025 0.006 0.016
H 1.763 -2.828 1.992 0.018 0.007 0.004
H 0.928 -2.956 0.446 0.027 -0.055 0.036
H -0.020 -1.373 2.825 0.063 0.238 0.193
H -0.692 -2.899 2.295 -0.112 0.042 -0.029
H -1.552 0.196 2.440 -0.173 -0.139 0.140
H -2.828 -0.990 2.195 0.064 -0.060 0.019
H -3.252 1.312 1.198 -0.032 -0.008 -0.077
H -3.419 -0.054 0.118 -0.042 -0.032 0.079
H -3.456 4.002 -1.655 0.014 -0.014 0.011
H -5.008 3.291 -1.223 -0.005 -0.027 0.003
H -4.454 3.203 -2.896 0.061 -0.001 -0.020
H -3.830 -0.178 -1.836 -0.025 -0.015 -0.016
H -4.932 0.911 -2.652 0.036 0.011 -0.021
H -5.118 0.653 -0.922 0.014 -0.010 0.016
H -2.328 2.064 -3.761 -0.011 0.012 0.009
H -0.735 2.809 -3.936 0.004 0.005 0.006
H -2.137 3.824 -3.598 -0.008 0.003 0.037
H -0.379 3.459 -0.352 -0.097 0.077 -0.014
H -0.837 4.635 -1.586 -0.019 -0.001 -0.051
H 0.506 3.537 -1.901 0.021 -0.009 0.030
H -2.713 -2.256 0.184 0.024 0.060 0.246
H -1.178 -3.100 0.122 -0.012 0.009 0.017
H -2.054 -0.738 -1.557 -0.082 -0.082 -0.024
H -1.670 -2.355 -2.086 0.068 0.076 -0.067
H 2.767 -2.603 -3.606 -0.014 0.009 -0.019
H 3.786 -1.180 -3.347 -0.018 0.015 0.021
H 2.793 -1.296 -4.801 -0.012 0.027 0.003
H 2.725 0.623 -1.880 0.061 -0.015 -0.032
H 1.083 1.030 -2.435 -0.018 0.002 -0.053
H 2.438 1.009 -3.580 -0.019 0.011 -0.006
H 0.194 -3.816 -1.418 -0.009 -0.014 -0.011
H 0.675 -4.725 -2.856 0.022 -0.004 0.016
H -1.000 -4.219 -2.675 -0.011 -0.008 0.022
H 0.525 -1.773 -5.072 -0.006 0.004 0.014
H -0.678 -3.059 -4.941 -0.023 0.014 0.024
H 1.031 -3.476 -5.037 0.046 0.036 -0.001
H 2.664 0.783 2.384 -0.013 -0.036 0.015
H 3.867 1.911 1.721 -0.045 0.019 -0.016
H 4.390 0.566 2.733 0.001 -0.013 -0.007
H 5.056 -0.391 -0.856 -0.026 -0.009 0.007
H 5.920 0.197 0.578 -0.016 -0.050 0.021
H 4.956 1.312 -0.387 -0.016 0.004 0.023
C 1.190 2.162 4.584 0.227 -0.382 -0.163
Si -0.224 1.450 3.574 0.157 0.031 1.240
C -1.786 2.479 3.673 -0.003 -0.113 -0.401
C -0.651 -0.116 4.510 -0.079 0.049 0.146
N 0.371 1.364 1.790 -0.444 1.619 0.996
C 0.900 2.674 1.531 0.370 1.343 0.872
C 0.769 3.834 2.340 -0.202 -0.400 -0.372
C 1.344 5.042 1.994 -0.017 0.041 -0.042
C 2.111 5.168 0.842 0.001 0.011 0.074
C 2.278 4.063 0.028 0.280 -0.151 -0.220
C 1.660 2.907 0.418 0.057 -0.188 0.518
F 1.706 1.779 -0.352 0.433 -0.311 -1.158
H 0.814 2.947 5.245 0.015 -0.008 0.001
H 1.993 2.582 3.983 0.064 0.021 0.180
H 1.617 1.378 5.213 -0.045 0.033 0.029
H -2.125 2.457 4.711 0.019 -0.058 -0.007
H -2.586 2.064 3.051 -0.004 0.085 0.185
H -1.658 3.518 3.385 -0.175 0.037 0.003
H -0.622 0.175 5.565 0.052 0.175 -0.056
H 0.057 -0.925 4.411 0.210 -0.129 0.340
H -1.654 -0.495 4.333 -0.007 -0.115 0.009
H 0.205 3.783 3.248 0.006 0.330 0.038
H 1.199 5.903 2.632 -0.022 -0.046 0.047
H 2.568 6.112 0.579 0.000 -0.004 0.005
H 2.860 4.105 -0.885 -0.031 -0.038 -0.003

104
Properties=species:S:1:pos:R:3:forces:R:3 method="wB97M-V/def2-TZVPD" e_homo_ev=-4.35 e_lumo_ha=0.067 total_charge=-1 fmax_ev_per_a=1.2
B -2.405 -3.985 -3.965 -0.338 0.043 0.277
C -2.837 -2.408 -4.138 -0.592 -0.302 0.004
I -1.867 -1.239 -2.560 0.775 -0.275 -0.225
C -4.386 -2.132 -4.260 0.994 -0.262 0.612
C -5.264 -3.359 -4.168 -0.648 0.626 -0.258
I -5.172 -0.735 -2.779 -0.826 0.250 -0.253
H -2.899 -4.612 -4.898 0.049 0.050 -0.107
H -2.902 -4.395 -2.917 0.107 -0.105 0.054
H -1.201 -4.112 -3.952 0.055 0.136 -0.039
H -2.388 -2.007 -5.039 0.196 0.381 -0.006
H -4.557 -1.644 -5.210 -0.176 0.312 -0.058
H -6.299 -3.022 -4.246 -0.187 -0.061 -0.023
H -5.078 -3.993 -5.022 0.264 -0.315 0.129
H -5.165 -3.886 -3.230 0.294 -0.228 0.054
C -8.104 -6.568 -5.236 0.084 0.075 0.093
C -6.993 -6.423 -6.251 0.007 0.017 0.048
O -5.992 -5.803 -6.000 -0.054 -0.151 -0.171
C -7.199 -7.092 -7.592 0.132 0.064 -0.035
H -7.829 -6.042 -4.325 0.025 0.013 -0.003
H -9.030 -6.143 -5.629 -0.043 -0.104 -0.024
H -8.269 -7.622 -5.007 -0.094 -0.003 -0.066
H -8.088 -6.689 -8.081 -0.062 -0.094 0.030
H -7.327 -8.168 -7.458 -0.113 0.008 -0.013
H -6.331 -6.911 -8.221 0.019 0.011 0.011
C 0.337 2.811 -0.065 -0.036 0.240 0.027
C -0.780 3.402 -0.887 -0.040 -0.004 -0.019
O -1.042 4.587 -0.820 0.051 0.051 -0.010
C -1.540 2.467 -1.787 -0.079 0.392 0.045
H 0.795 3.597 0.533 0.005 -0.016 -0.007
H -0.051 2.036 0.597 0.081 -0.138 -0.090
H 1.094 2.365 -0.710 -0.042 -0.169 0.047
H -2.009 1.675 -1.203 0.102 -0.137 -0.079
H -0.869 2.009 -2.514 -0.006 -0.180 0.090
H -2.313 3.022 -2.316 -0.016 -0.011 -0.008
C 2.225 5.125 -2.354 0.094 -0.187 0.060
C 3.033 5.688 -1.212 0.050 0.011 0.036
O 3.839 5.011 -0.608 -0.035 0.042 -0.106
C 2.787 7.126 -0.846 0.204 -0.100 0.010
H 2.494 4.083 -2.513 0.011 -0.002 0.000
H 1.160 5.192 -2.122 -0.011 0.110 -0.051
H 2.424 5.690 -3.266 -0.100 0.065 0.008
H 1.746 7.267 -0.562 -0.047 0.075 -0.069
H 3.021 7.779 -1.690 -0.114 -0.028 -0.053
H 3.417 7.394 -0.002 -0.017 0.029 0.026
C 5.083 0.325 1.330 -0.197 -0.211 -0.056
C 3.820 1.134 1.170 -0.104 0.105 -0.031
O 2.761 0.615 0.900 0.013 -0.071 0.047
C 3.931 2.626 1.361 -0.106 -0.163 0.114
H 4.862 -0.727 1.162 -0.024 0.004 -0.026
H 5.827 0.655 0.603 0.071 0.078 0.095
H 5.489 0.453 2.333 0.128 0.097 -0.048
H 4.625 3.054 0.640 0.070 0.058 0.054
H 4.286 2.846 2.372 0.132 0.007 -0.051
H 2.957 3.082 1.216 0.001 0.036 -0.029
C 0.547 5.970 2.550 0.061 0.081 -0.452
C 1.012 7.401 2.620 -0.032 -0.181 -0.063
O 1.206 8.044 1.612 -0.020 0.225 0.126
C 1.226 7.993 3.991 0.058 0.221 -0.126
H 0.434 5.683 1.506 -0.021 0.037 -0.008
H 1.276 5.316 3.029 -0.083 -0.017 0.159
H -0.408 5.862 3.056 0.034 -0.083 0.154
H 1.980 7.418 4.531 -0.099 -0.078 0.073
H 0.295 7.962 4.557 0.036 -0.140 0.077
H 1.560 9.024 3.894 0.007 -0.001 -0.022
C 9.539 2.201 2.038 -0.120 0.072 0.115
C 8.703 0.985 2.355 -0.003 -0.012 -0.027
O 7.759 1.044 3.106 0.021 0.035 0.098
C 9.097 -0.310 1.686 -0.146 -0.053 0.097
H 9.150 3.060 2.578 -0.015 0.001 0.006
H 10.575 2.030 2.333 0.035 -0.023 -0.116
H 9.507 2.408 0.967 0.104 -0.047 -0.019
H 10.116 -0.582 1.967 0.046 0.038 -0.108
H 9.048 -0.200 0.601 0.116 0.011 -0.011
H 8.417 -1.100 1.995 -0.015 0.002 0.005
C -1.171 4.449 7.464 -0.036 0.176 -0.062
C -0.368 4.412 6.186 0.008 -0.041 -0.031
O -0.295 5.374 5.457 -0.016 0.042 0.162
C 0.337 3.120 5.857 0.048 0.121 -0.136
H -1.625 5.429 7.581 0.000 0.011 -0.010
H -1.956 3.691 7.434 0.063 -0.077 0.069
H -0.522 4.250 8.318 -0.037 -0.117 0.009
H -0.390 2.311 5.764 0.027 -0.048 0.103
H 1.045 2.868 6.648 -0.074 -0.086 0.048
H 0.873 3.224 4.917 -0.004 0.003 -0.014
C -1.793 -6.793 -0.454 -0.034 -0.137 -0.074
C -0.934 -7.205 -1.623 -0.272 0.325 0.103
O -0.650 -6.397 -2.466 0.462 -0.326 -0.210
C -0.461 -8.645 -1.681 0.065 0.063 -0.156
H -2.042 -5.744 -0.570 -0.014 0.022 -0.046
H -2.716 -7.380 -0.436 0.046 -0.064 0.073
H -1.262 -6.932 0.486 -0.053 -0.078 0.061
H -1.318 -9.321 -1.714 0.011 -0.017 0.108
H 0.139 -8.879 -0.799 -0.091 -0.045 0.050
H 0.143 -8.790 -2.574 0.001 0.015 -0.016
C -2.603 -3.366 1.476 0.101 -0.201 -0.032
C -1.893 -4.198 2.514 -0.036 0.095 -0.203
O -1.312 -5.219 2.227 0.036 -0.003 0.231
C -1.931 -3.692 3.939 0.095 -0.162 0.061
H -2.501 -3.823 0.495 0.007 0.041 -0.040
H -3.664 -3.285 1.723 0.012 0.118 0.036
H -2.173 -2.364 1.439 -0.087 0.051 0.033
H -2.965 -3.623 4.283 -0.004 0.122 -0.020
H -1.475 -2.702 3.994 -0.104 0.057 -0.006
H -1.383 -4.375 4.584 0.008 -0.013 -0.006